This record from the Open Molecules 2025 dataset describes an isolated ion of composition C6H13INS and charge +1 in a non-equilibrium geometry. The level of theory is wB97M-V/def2-TZVPD.

**Net charge**: +1
**Gap between HOMO and LUMO (spin up / spin down)**: 6.81 / 8.34 eV
**Total energy**: -26847.6056 eV
**Spin multiplicity**: 1
**F_max**: 2.90 eV/A
**E_LUMO (spin up / spin down)**: -0.16897 / -0.14071 Eh

CARTESIAN COORDINATES (ANGSTROEM)
C: 0.00 -0.71 1.77
C: 1.46 -0.97 1.94
C: -0.65 0.01 0.65
C: 0.10 -1.22 -1.48
C: -0.55 2.10 -0.79
C: 0.16 1.14 0.11
N: -0.98 -1.01 -0.58
S: 0.12 -0.32 -2.97
I: 2.95 0.41 2.17
H: -0.44 -1.78 1.74
H: -0.42 -0.14 2.71
H: 1.70 -1.91 2.55
H: -1.65 0.21 0.88
H: 0.70 -2.16 -1.43
H: -1.52 2.42 -0.42
H: -0.63 1.68 -1.81
H: 0.12 3.06 -0.85
H: 0.55 1.74 1.01
H: 1.02 0.75 -0.56
H: -1.46 -1.83 -0.09
H: -1.69 -0.41 -1.00
H: 1.11 -1.07 -3.56